1.
{
  "formula": "C4H4IO2",
  "method": "the ωB97M-V functional and the def2-TZVPD basis",
  "e_above_lowest_ev": 3.485,
  "homo_energy_ev": -3.5,
  "total_charge": -1,
  "homo_lumo_gap_ev": 6.943,
  "energy_ha": -602.89685,
  "symbols": ["O", "H", "C", "I", "H", "C", "O", "H", "H", "C", "C"],
  "positions_angstrom": [[0.6200, -1.3723, -1.9399], [-0.8775, 1.4663, 1.1379], [-0.4912, -0.4395, -1.5725], [0.7078, 1.3755, 4.2298], [-0.5296, -0.3135, -0.4159], [0.7044, -0.1281, -2.3235], [1.3401, 0.6233, -3.0153], [0.2412, -1.0502, 2.7142], [-1.2663, -0.5448, -2.2691], [-0.4596, 0.4125, 1.2042], [0.0107, -0.0292, 2.2501]]
}

---

2.
{
  "formula": "C4H4InO5",
  "method": "the ωB97M-V functional and the def2-TZVPD basis",
  "e_above_lowest_ev": 1.420,
  "homo_energy_ev": [-24.2, -23.2],
  "total_charge": 3,
  "homo_lumo_gap_ev": [8.432, 3.838],
  "energy_ha": -719.65770,
  "symbols": ["O", "In", "C", "O", "H", "O", "C", "O", "C", "C", "H", "H", "O", "H"],
  "positions_angstrom": [[-1.6293, -0.7576, -0.0635], [-0.4754, -3.0079, 2.6310], [-0.7399, -0.9649, 0.7275], [0.2746, 2.1043, -0.2694], [0.1005, 3.3338, -1.9229], [0.5841, 0.2945, -1.4535], [0.8191, 2.6178, -1.5167], [0.2211, 0.1496, 0.7777], [0.9794, 1.3550, -2.3673], [0.2262, 0.8198, -0.3355], [0.2987, 1.3115, -3.2219], [1.7666, 3.1097, -1.2786], [-0.2627, -1.9607, 1.2892], [2.0083, 1.1590, -2.6792]]
}

---

3.
{
  "formula": "C4H4KLiO2",
  "method": "the ωB97M-V functional and the def2-TZVPD basis",
  "e_above_lowest_ev": 0.000,
  "homo_energy_ev": -7.8,
  "homo_lumo_gap_ev": 7.674,
  "energy_ha": -912.68777,
  "symbols": ["C", "C", "O", "Li", "H", "C", "H", "H", "K", "H", "O", "C"],
  "positions_angstrom": [[2.0199, -1.2504, 1.1493], [-2.1758, 0.0410, -1.9952], [-2.1522, 1.8499, -0.3208], [-0.5772, 1.8564, 0.7320], [2.0555, -1.8031, 0.2050], [1.3252, -0.0978, 1.2630], [1.4303, 0.4738, 2.2013], [2.6833, -1.5663, 1.9548], [-0.2934, -0.5502, -1.4798], [-2.4919, -0.2492, -2.9853], [0.4645, 0.3794, 0.3843], [-2.2882, 0.9166, -1.1088]]
}

---

4.
{
  "formula": "C4H4LiLuO5",
  "method": "the ωB97M-V functional and the def2-TZVPD basis",
  "multiplicity": 2,
  "e_above_lowest_ev": 2.962,
  "homo_energy_ev": [-21.6, -21.6],
  "total_charge": 3,
  "homo_lumo_gap_ev": [7.129, 6.982],
  "energy_ha": -1772.77191,
  "symbols": ["C", "O", "H", "O", "C", "Li", "Lu", "C", "O", "O", "H", "H", "C", "O", "H"],
  "positions_angstrom": [[3.3031, 1.5955, -0.1211], [2.7536, 0.7933, 0.6695], [0.0554, -1.8364, -1.7635], [-2.0552, -0.0946, 0.1434], [-0.6002, -0.9756, -1.5862], [1.9365, 0.5538, 2.3383], [1.2303, 0.7234, -0.9120], [-1.3000, -0.2240, 1.1936], [-1.9611, -0.5046, 2.2557], [-0.0647, -0.4049, 1.0696], [-1.9010, 0.7515, -1.7214], [-1.4067, -0.5380, 3.0506], [-1.4832, -0.0748, -1.1422], [2.8399, 1.9427, -1.2078], [-1.3468, -1.7073, -2.2666]]
}

---

5.
{
  "formula": "C4H4LiNaO5",
  "method": "the ωB97M-V functional and the def2-TZVPD basis",
  "e_above_lowest_ev": 3.841,
  "homo_energy_ev": [-6.6, -4.7],
  "homo_lumo_gap_ev": [6.027, 4.020],
  "energy_ha": -700.76082,
  "symbols": ["O", "C", "O", "C", "C", "C", "H", "H", "O", "Li", "Na", "H", "O", "H", "O"],
  "positions_angstrom": [[-1.4013, -0.2063, -0.5878], [2.0788, -0.2739, -1.4577], [0.4670, 1.2067, -0.7564], [1.8400, 0.8669, -0.4613], [-2.6347, -0.8816, 1.3728], [-0.1487, 0.1642, -1.2983], [1.9281, 0.5619, 0.5867], [2.5983, 0.0388, -2.3694], [-2.6824, -2.0188, 1.9536], [-1.8766, 1.5463, 0.3670], [-3.0395, -1.1224, 3.9487], [2.4303, 1.7694, -0.6453], [-2.8694, 0.1517, 2.1656], [2.5786, -1.1375, -1.0092], [0.7317, -0.6653, -1.8090]]
}

---

6.
{
  "formula": "C4H4LiO3Rb",
  "method": "the ωB97M-V functional and the def2-TZVPD basis",
  "multiplicity": 2,
  "e_above_lowest_ev": 0.000,
  "homo_energy_ev": [-9.0, -11.0],
  "total_charge": 1,
  "homo_lumo_gap_ev": [5.230, 7.279],
  "energy_ha": -411.92761,
  "symbols": ["H", "O", "H", "C", "C", "H", "Li", "C", "O", "H", "O", "Rb", "C"],
  "positions_angstrom": [[-1.0517, -0.7201, -1.1867], [1.5690, 1.1172, -0.0200], [-1.5907, 0.4269, -2.6289], [-0.9495, -0.3664, -2.2374], [0.2041, -0.0707, 1.5244], [1.6911, 1.4084, 1.9994], [0.8394, 0.9736, -1.6700], [1.2329, 0.8376, 1.1696], [-0.0291, -2.0097, -3.8509], [-0.1595, -0.7503, 0.7314], [-0.1987, -0.2530, 2.7108], [-1.0797, 0.6478, 6.5784], [-0.4777, -1.2413, -3.1200]]
}

---

7.
{
  "formula": "C4H4LiO5Rb",
  "method": "the ωB97M-V functional and the def2-TZVPD basis",
  "e_above_lowest_ev": 3.329,
  "homo_energy_ev": -4.8,
  "homo_lumo_gap_ev": 3.487,
  "energy_ha": -562.50821,
  "symbols": ["H", "O", "C", "C", "Rb", "Li", "O", "H", "H", "H", "O", "C", "O", "O", "C"],
  "positions_angstrom": [[2.4992, -2.0557, -0.7282], [1.3999, -0.3360, -0.3705], [1.0135, -0.4543, 0.8781], [1.5136, -1.6257, -0.9152], [1.3049, 2.4544, -2.3559], [-3.5828, 2.1693, 0.6409], [0.4120, -1.6050, 1.0544], [-0.5812, -2.1797, -0.6730], [0.5604, -3.3638, -0.0161], [1.3363, -1.6157, -1.9916], [-1.9880, 3.5063, 2.0222], [0.3771, -2.3019, -0.1720], [-1.5339, 3.0841, -0.0253], [-1.2857, 1.5505, 1.4564], [-1.4455, 2.7731, 1.1957]]
}

---

8.
{
  "formula": "C4H4N",
  "method": "the ωB97M-V functional and the def2-TZVPD basis",
  "smiles": "C#[N+]C1=CC1",
  "e_above_lowest_ev": 2.899,
  "homo_energy_ev": [-14.3, -14.1],
  "total_charge": 1,
  "homo_lumo_gap_ev": [8.254, 7.569],
  "energy_ha": -209.05801,
  "symbols": ["H", "C", "H", "C", "C", "H", "N", "C", "H"],
  "positions_angstrom": [[1.4379, 1.2024, -0.9743], [-0.0927, -0.2470, 0.1653], [1.8835, -1.8823, 0.0528], [-2.4565, 0.0192, 0.1212], [1.1230, 0.5481, -0.0369], [-3.4012, 0.4062, -0.2271], [-1.3407, -0.2475, 0.0359], [1.3516, -0.9187, 0.0139], [1.4951, 1.1198, 0.8494]]
}

---

9.
{
  "formula": "C4H4N2",
  "method": "the ωB97M-V functional and the def2-TZVPD basis",
  "e_above_lowest_ev": 4.015,
  "homo_energy_ev": -7.2,
  "homo_lumo_gap_ev": 7.158,
  "energy_ha": -264.17890,
  "symbols": ["C", "H", "H", "H", "C", "H", "C", "C", "N", "N"],
  "positions_angstrom": [[2.3541, -0.3184, 0.3239], [3.3638, -0.6538, 0.4018], [-1.2985, -0.2000, 1.2541], [-0.6815, -1.5525, 0.4152], [-0.6477, 1.3770, -0.9217], [-1.9261, -0.6640, -0.2610], [1.2229, 0.0615, 0.1348], [-0.1049, 0.4362, -0.0595], [-1.1801, 2.1303, -1.6393], [-1.1020, -0.6163, 0.3517]]
}

---

10.
{
  "formula": "C4H4N2",
  "method": "the ωB97M-V functional and the def2-TZVPD basis",
  "smiles": "c1cnccn1",
  "e_above_lowest_ev": 0.754,
  "homo_energy_ev": -9.5,
  "homo_lumo_gap_ev": 10.154,
  "energy_ha": -264.29872,
  "symbols": ["H", "N", "N", "H", "C", "H", "C", "C", "C", "H"],
  "positions_angstrom": [[1.8039, 1.5729, 0.0944], [0.1722, -1.3371, -0.0587], [-0.1831, 1.3281, -0.1036], [-2.1318, 1.0806, 0.1820], [1.0586, 0.7636, -0.0450], [-1.9286, -1.4660, -0.0291], [1.2671, -0.5476, -0.0745], [-1.0289, -0.8575, -0.0564], [-1.1779, 0.5297, -0.0414], [2.1487, -1.0666, 0.1324]]
}

---

11.
{
  "formula": "C4H4N2",
  "method": "the ωB97M-V functional and the def2-TZVPD basis",
  "smiles": "c1cnccn1",
  "e_above_lowest_ev": 0.385,
  "homo_energy_ev": -9.9,
  "homo_lumo_gap_ev": 10.270,
  "energy_ha": -264.31230,
  "symbols": ["N", "C", "H", "C", "H", "C", "H", "H", "N", "C"],
  "positions_angstrom": [[0.5635, -1.1032, -0.7263], [-1.2981, 0.2525, -0.0286], [2.3272, -0.5400, 0.1163], [0.7455, 0.8134, 0.7324], [-1.4336, -1.4732, -1.3056], [-0.7517, -0.8050, -0.7340], [-2.3708, 0.3421, 0.1138], [1.3003, 1.5386, 1.3122], [-0.5248, 1.1317, 0.7058], [1.2885, -0.2720, 0.0146]]
}

---

12.
{
  "formula": "C4H4N2",
  "method": "the ωB97M-V functional and the def2-TZVPD basis",
  "smiles": "CC#CNC#N",
  "e_above_lowest_ev": 3.612,
  "homo_energy_ev": -9.5,
  "homo_lumo_gap_ev": 10.018,
  "energy_ha": -264.19371,
  "symbols": ["N", "H", "H", "C", "H", "N", "C", "H", "C", "C"],
  "positions_angstrom": [[-4.8387, -0.6668, -0.4234], [1.5443, 0.5626, -0.8945], [-3.0384, 1.6180, 0.7154], [1.1013, -0.2718, -0.2766], [1.5182, -0.1968, 0.7307], [-2.9358, 0.6726, 0.4168], [-0.2773, 0.0059, -0.1924], [1.4061, -1.3604, -0.7478], [-3.9422, -0.0626, -0.0538], [-1.4590, 0.2315, 0.1300]]
}

---

13.
{
  "formula": "C4H4N2O",
  "method": "the ωB97M-V functional and the def2-TZVPD basis",
  "smiles": "N#CCOCC#N",
  "e_above_lowest_ev": 1.825,
  "homo_energy_ev": -11.4,
  "homo_lumo_gap_ev": 11.920,
  "energy_ha": -339.51458,
  "symbols": ["C", "H", "O", "H", "C", "C", "C", "N", "H", "H", "N"],
  "positions_angstrom": [[0.9561, 0.2293, -0.6507], [-1.9145, -0.8711, -0.8865], [0.1172, -0.8991, -0.5681], [1.4787, 0.1818, -1.6105], [1.9633, 0.2185, 0.4310], [-1.4836, 0.5124, 0.6192], [-1.1962, -0.7619, -0.0635], [2.7673, 0.1880, 1.2610], [-1.3694, -1.5761, 0.6480], [0.4052, 1.1766, -0.6076], [-1.7165, 1.5225, 1.1315]]
}

---

14.
{
  "formula": "C4H4N2O",
  "method": "the ωB97M-V functional and the def2-TZVPD basis",
  "smiles": "CC1=NN=C=CO1",
  "e_above_lowest_ev": 6.418,
  "homo_energy_ev": [-8.4, -8.4],
  "homo_lumo_gap_ev": [7.862, 7.860],
  "energy_ha": -339.34580,
  "symbols": ["N", "H", "C", "C", "C", "H", "O", "C", "H", "N", "H"],
  "positions_angstrom": [[-0.3675, -0.4648, 1.9318], [-1.0144, 0.3041, -1.9300], [0.7427, -1.1640, 1.7845], [1.4858, -1.1963, 0.6845], [-0.9654, 0.9627, -1.1829], [-1.9726, 0.9536, -0.6974], [0.6874, -0.6896, -0.4742], [-0.0197, 0.3956, -0.2303], [-0.6210, 1.9537, -1.5769], [-0.4336, 0.6283, 1.2562], [2.4783, -1.6832, 0.4347]]
}

---

15.
{
  "formula": "C4H4N2O",
  "method": "the ωB97M-V functional and the def2-TZVPD basis",
  "smiles": "[H]/N=C/N=C=CC=O",
  "e_above_lowest_ev": 2.293,
  "homo_energy_ev": -9.5,
  "homo_lumo_gap_ev": 9.833,
  "energy_ha": -339.49740,
  "symbols": ["H", "H", "N", "H", "O", "N", "C", "C", "C", "H", "C"],
  "positions_angstrom": [[-3.1854, 1.0131, -0.5882], [2.3552, -2.4305, -0.0899], [1.6013, -1.7839, 0.1320], [-1.1156, 2.1176, -0.7199], [-2.5321, -0.7263, 0.2110], [1.1382, 0.3964, 0.6998], [2.0355, -0.6100, 0.2955], [-1.0919, 1.1586, -0.2212], [0.0774, 0.7251, 0.2202], [3.0721, -0.2661, 0.2372], [-2.3548, 0.4059, -0.1767]]
}

---

16.
{
  "formula": "C4H4N2O",
  "method": "the ωB97M-V functional and the def2-TZVPD basis",
  "smiles": "O=Cc1cnc[nH]1",
  "e_above_lowest_ev": 2.286,
  "homo_energy_ev": -9.2,
  "homo_lumo_gap_ev": 9.113,
  "energy_ha": -339.49765,
  "symbols": ["C", "H", "N", "H", "O", "C", "C", "N", "H", "C", "H"],
  "positions_angstrom": [[-0.9286, -0.3943, -0.9143], [-1.5707, -0.9108, -0.1833], [0.4128, 0.8793, 0.2785], [1.0218, 1.1657, 1.0264], [1.6720, -1.4672, 1.3519], [-0.3253, 1.6342, -0.5880], [0.7111, -1.5754, 0.6208], [-1.1521, 0.9254, -1.3124], [0.3090, -2.5619, 0.3032], [0.0765, -0.4059, 0.0251], [-0.2266, 2.7109, -0.6079]]
}

---

17.
{
  "formula": "C4H4N2O",
  "method": "the ωB97M-V functional and the def2-TZVPD basis",
  "smiles": "[O-][n+]1cccnc1",
  "e_above_lowest_ev": 2.862,
  "homo_energy_ev": [-8.8, -8.8],
  "homo_lumo_gap_ev": [9.042, 9.041],
  "energy_ha": -339.47651,
  "symbols": ["H", "O", "H", "N", "N", "C", "C", "C", "H", "C", "H"],
  "positions_angstrom": [[-1.9675, 1.3387, -0.1198], [2.4750, 0.4113, 0.0290], [-2.3571, -0.8564, -0.1540], [1.2478, 0.2046, 0.0656], [-0.3985, -1.5269, -0.0290], [0.8295, -1.1280, 0.0494], [-1.3154, -0.5678, 0.0961], [-1.0772, 0.7756, 0.0508], [0.7773, 2.1367, -0.2007], [0.2933, 1.1719, 0.0197], [1.4927, -1.9596, 0.1928]]
}

---

18.
{
  "formula": "C4H4N2O",
  "method": "the ωB97M-V functional and the def2-TZVPD basis",
  "smiles": "CC1=NN=CC1=O",
  "e_above_lowest_ev": 4.234,
  "homo_energy_ev": -10.4,
  "homo_lumo_gap_ev": 8.550,
  "energy_ha": -339.42609,
  "symbols": ["O", "N", "N", "C", "H", "H", "H", "C", "H", "C", "C"],
  "positions_angstrom": [[-1.3391, -1.4906, 0.2757], [1.0253, 0.9680, -0.4003], [1.6924, -0.0237, 0.4623], [-0.2448, 0.5600, -0.3606], [-2.0599, 1.7972, -0.1980], [-1.8459, 1.2403, -1.8335], [1.5406, -1.9257, 1.5443], [-0.3652, -0.7923, 0.3787], [-0.4075, 2.3966, -1.0075], [-1.2411, 1.5625, -1.0074], [0.9278, -1.0292, 0.7985]]
}

---

19.
{
  "formula": "C4H4N2O",
  "method": "the ωB97M-V functional and the def2-TZVPD basis",
  "e_above_lowest_ev": 4.870,
  "homo_energy_ev": [-9.8, -9.8],
  "homo_lumo_gap_ev": [8.259, 8.261],
  "energy_ha": -339.40271,
  "symbols": ["C", "N", "C", "O", "H", "H", "C", "H", "C", "N", "H"],
  "positions_angstrom": [[1.0488, -0.2197, -0.6532], [2.7783, -0.6569, 1.2548], [-0.9177, 1.0184, 0.3495], [-0.0475, -0.9835, -0.7191], [-1.5531, -0.9502, 0.8767], [1.4438, 0.2045, -1.5820], [-1.3087, -0.3646, -0.0177], [-2.1354, -0.3590, -0.7384], [2.0281, -0.5087, 0.3832], [-1.6938, 1.7334, 0.8752], [0.3572, 1.0862, -0.0291]]
}

---

20.
{
  "formula": "C4H4N2O",
  "method": "the ωB97M-V functional and the def2-TZVPD basis",
  "e_above_lowest_ev": 3.692,
  "homo_energy_ev": -9.0,
  "homo_lumo_gap_ev": 9.548,
  "energy_ha": -339.44600,
  "symbols": ["C", "C", "H", "C", "N", "O", "H", "C", "H", "H", "N"],
  "positions_angstrom": [[1.0852, -0.4453, 1.2359], [0.5845, 0.5946, -0.2393], [-0.6173, -1.3254, 1.8407], [0.5755, -0.4463, -1.2602], [-0.6152, -0.9471, -0.8240], [2.1493, -0.7477, 1.6360], [1.0337, 1.6549, -0.1983], [-0.7511, 0.0530, 0.1769], [1.2520, -0.9108, -1.9355], [-1.7527, 0.7173, 0.1816], [-0.2198, -0.5900, 1.4455]]
}